Below is the molecule C38H47Br2N9O5, with properties calculated with ωB97M-V/def2-TZVPD.

Properties
F_max, eV/A: 0.60
Energy, Ha: -7493.45293
Total charge: 0
Orbital gap, eV: 8.571
HOMO energy, eV: -8.11
LUMO level, eV: 0.46

Each line ends with the Löwdin charge.
Geometry (Å):
N 3.321324 2.730455 -1.263463  0.02
H 4.303553 2.471307 -1.295145  0.07
H 2.798937 1.868699 -1.131060  0.02
C 2.943644 3.333403 -2.534629  -0.29
C 3.047516 2.411087 -3.757762  -0.19
H 4.055923 1.987881 -3.792912  0.11
C 2.030204 1.268099 -3.736903  -0.20
C 0.582509 1.732364 -3.967348  -0.12
H 0.202825 1.307588 -4.897292  0.12
H 0.549363 2.819146 -4.063252  0.12
C -0.404299 1.341607 -2.851549  -0.20
N 0.001461 1.906883 -1.578566  0.14
C -0.554953 3.007798 -1.054011  -0.44
O -1.540710 3.547304 -1.520354  0.07
C 0.257282 3.652048 0.089435  -0.18
N 0.863475 2.699253 0.991616  0.15
C 0.160184 1.721223 1.625760  -0.51
O -0.975340 1.423116 1.285346  0.05
N 0.767956 1.092524 2.691177  -0.03
C 2.201044 1.055956 2.888677  -0.14
H 2.635409 2.056171 2.829353  0.12
C 2.857750 0.128761 1.863344  -0.10
H 3.915085 -0.004650 2.098955  0.12
H 2.780505 0.598663 0.885235  0.09
C 2.170971 -1.250569 1.803595  -0.23
N 2.480124 -1.935300 0.546959  0.01
C 2.110272 -1.372075 -0.630144  -0.46
O 1.736514 -0.204305 -0.732172  0.01
N 2.165334 -2.156002 -1.749059  0.19
C 2.213315 -3.539377 -1.685806  -0.19
C 1.799738 -4.325985 -2.754376  -0.01
C 1.855764 -5.703198 -2.648110  -0.08
C 2.304999 -6.298087 -1.480081  -0.09
C 2.708051 -5.511935 -0.412916  -0.04
C 2.675302 -4.132184 -0.512601  -0.14
C 3.149641 -3.223057 0.586510  -0.07
H 4.238967 -3.072494 0.492832  0.14
H 2.961667 -3.687136 1.558321  0.13
H 3.060542 -5.971625 0.498771  0.11
H 2.343524 -7.373279 -1.399668  0.10
H 1.542117 -6.316174 -3.479363  0.10
H 1.439900 -3.848202 -3.652899  0.12
H 1.722619 -1.737468 -2.569099  0.12
C 0.639594 -1.199122 1.955161  -0.09
H 0.260523 -2.197718 2.181316  0.13
C 0.191260 -0.200648 3.017217  -0.13
H -0.895534 -0.117575 3.012550  0.10
H 0.519941 -0.490196 4.016463  0.13
H 0.207866 -0.872465 1.007846  0.10
H 2.575724 -1.866962 2.612983  0.15
H 2.370114 0.688591 3.905361  0.13
H 1.783245 2.939901 1.317784  0.13
C -0.568396 4.742696 0.818482  -0.07
C -1.543421 4.117653 1.765444  -0.23
C -2.793031 3.710773 1.320169  -0.07
C -3.610439 2.979443 2.154553  -0.56
C -3.231816 2.612424 3.444856  -0.42
C -1.985303 3.060787 3.875632  -0.59
C -1.158582 3.810766 3.063846  -0.09
H -0.196265 4.123209 3.440539  0.12
Br -1.408947 2.556999 5.607147  0.79
O -3.984877 1.866678 4.272693  -0.01
H -4.816723 1.614062 3.843269  0.06
Br -5.316989 2.390678 1.522707  0.82
H -3.096835 3.924646 0.307678  0.11
H 0.115910 5.398989 1.358962  0.12
H -1.092352 5.315086 0.053066  0.12
H 1.090240 4.154533 -0.417801  0.14
H 0.743264 1.426763 -1.089591  0.09
H -1.378292 1.777564 -3.105374  0.15
C -0.525059 -0.178224 -2.732275  -0.38
O 0.197792 -0.930881 -3.375827  0.02
N -1.460625 -0.656945 -1.891321  0.00
C -1.410345 -2.070789 -1.554943  -0.09
H -0.862646 -2.197647 -0.610124  0.13
H -0.865838 -2.583326 -2.350110  0.12
C -2.810347 -2.662333 -1.385475  -0.13
N -3.538870 -1.897015 -0.396320  -0.08
C -3.312943 -2.122087 0.946527  -0.22
C -3.074767 -3.414607 1.439137  -0.01
C -2.905866 -3.607915 2.794979  -0.17
N -2.956580 -2.642410 3.698409  0.05
C -3.200541 -1.422413 3.245914  -0.16
C -3.379386 -1.107382 1.912832  0.00
H -3.534132 -0.079261 1.637921  0.07
H -3.242673 -0.651106 4.004607  0.10
H -2.717474 -4.600949 3.183893  0.10
H -3.033361 -4.269630 0.783516  0.10
C -3.699049 -0.548704 -0.896208  -0.12
H -4.337727 0.032294 -0.233539  0.09
H -4.205713 -0.621836 -1.864216  0.13
C -2.346135 0.150401 -1.070571  -0.10
H -1.890277 0.320586 -0.090310  0.10
H -2.513057 1.120515 -1.534402  0.12
H -2.726087 -3.708879 -1.099719  0.11
H -3.359458 -2.609208 -2.329926  0.13
H 2.100234 0.743545 -2.785181  0.07
H 2.301731 0.548343 -4.509737  0.11
H 2.908965 3.007898 -4.661746  0.11
H 1.914141 3.687637 -2.440536  0.09
H 3.586205 4.206547 -2.683552  0.11

Atomic forces in eV per Å
0.0337 -0.1596 0.2090
-0.1004 -0.0269 0.0577
0.1417 -0.0503 0.0707
0.1464 0.0395 -0.3511
-0.1496 0.0182 0.2845
0.0549 0.0717 -0.0343
0.1080 0.2106 -0.1291
-0.1383 -0.3059 0.1491
-0.0093 0.0789 -0.0576
-0.0991 0.0472 -0.0036
0.1283 0.3165 -0.4136
0.1792 -0.4111 -0.1868
0.3951 0.0763 0.2545
-0.2686 0.2301 -0.1662
-0.3977 0.3781 0.0362
0.4667 0.1494 -0.1000
-0.0184 -0.1104 0.2798
0.0124 -0.0835 -0.1524
-0.0722 0.0380 0.1994
0.3440 -0.0081 -0.2117
0.0202 -0.0382 0.1020
0.0222 0.0409 0.1537
0.0664 0.0025 -0.0060
0.0835 -0.0311 0.1338
-0.2784 0.4227 -0.0429
-0.0623 -0.1903 -0.0114
0.1640 -0.0952 -0.0785
-0.3325 0.3352 0.0472
0.1622 0.1191 -0.3191
0.0618 -0.4898 0.2438
0.0259 0.1141 0.0589
0.0086 -0.0070 0.0181
0.0252 -0.1514 0.0436
-0.0366 0.0930 -0.1127
-0.1004 0.1276 -0.0227
0.3698 -0.2102 -0.1189
-0.1273 -0.0759 0.0954
0.0198 0.0690 -0.0966
0.0325 -0.0599 0.1149
-0.0036 -0.1036 0.0023
-0.0353 -0.0482 -0.0769
-0.0602 0.0565 -0.1327
-0.0111 0.0797 0.2424
0.0339 0.0461 0.2278
-0.0121 -0.0674 -0.0433
-0.3966 -0.2617 -0.1944
0.1639 -0.0415 0.0990
-0.0106 0.0634 0.0381
-0.0467 -0.0526 0.0283
-0.0009 0.0108 -0.1279
0.0062 0.1580 -0.0268
0.0338 -0.0823 -0.0694
0.0423 -0.2755 -0.2600
-0.1389 0.2227 0.1933
-0.0887 0.0297 0.1457
-0.2173 -0.0755 -0.0184
0.1729 0.1638 -0.2467
-0.0985 -0.1713 0.2474
-0.2640 0.0815 -0.0256
0.0945 0.0229 0.0326
0.0442 0.0545 -0.0557
-0.1953 -0.1782 0.1594
0.1257 0.1238 -0.0720
0.1679 0.0669 0.0748
-0.0431 0.0099 -0.0764
0.0251 0.0023 -0.0429
0.0809 0.0863 0.0604
-0.0594 -0.1279 0.0398
-0.0328 0.0121 0.1419
0.1251 -0.1310 0.1310
-0.2898 0.1629 0.0847
0.2669 -0.0347 -0.4215
-0.1427 -0.2870 -0.0491
0.0191 -0.4279 -0.1584
0.0033 -0.0321 -0.0414
-0.0536 0.0282 0.1696
0.4333 -0.1071 -0.0322
-0.3212 -0.0416 -0.1411
-0.1208 -0.1006 0.3511
0.1047 -0.0046 -0.0938
0.0453 -0.1113 -0.2171
0.0633 -0.1066 0.5890
-0.0451 0.0755 -0.0346
0.0366 -0.0100 -0.1845
-0.0128 0.1875 -0.0234
-0.0132 0.1998 -0.0480
0.0009 -0.1240 -0.0713
-0.0051 -0.0596 -0.0398
0.1685 0.3384 -0.0468
0.0278 0.0381 -0.0282
-0.0091 0.0256 0.0688
-0.3602 0.2092 0.3476
-0.1009 -0.0053 -0.1881
0.0462 0.0367 0.0369
-0.0258 0.0520 -0.0617
0.0358 -0.0521 0.0493
0.0799 -0.0899 -0.0511
-0.0255 -0.0730 0.0883
0.0373 0.0328 -0.1026
0.0234 0.1159 -0.0706
-0.1496 0.0171 -0.0124

---

Below is a structure of composition C5H9N, with properties calculated with ωB97M-V/def2-TZVPD.

Properties
F_max, eV/A: 0.54
Energy, Ha: -250.55478
Total charge: 0
Orbital gap, eV: 10.037
HOMO energy, eV: -9.03
LUMO level, eV: 1.01

Each line ends with the Löwdin charge.
Geometry (Å):
C -0.217904 0.757963 -1.604169  -0.03
C -0.196291 0.161597 -0.196422  -0.39
C -1.014712 -0.085504 1.134890  -0.11
N 0.304968 -0.770215 1.436384  -0.04
C 0.242161 -1.289854 0.020917  -0.15
C 0.914071 0.474610 0.811027  -0.15
H 0.843927 0.811939 -1.891648  0.08
H -0.625722 1.767483 -1.697866  0.07
H -0.687958 0.116797 -2.361380  0.07
H -1.161224 0.732885 1.853734  0.10
H -1.890042 -0.745278 1.134128  0.10
H -0.478285 -2.103926 -0.123330  0.11
H 1.219087 -1.553873 -0.398450  0.11
H 1.926845 0.384322 0.404703  0.11
H 0.821079 1.341054 1.477483  0.11

Atomic forces in eV per Å
-0.0844 0.0812 0.1252
0.1589 0.0764 -0.3125
-0.3346 0.0625 0.0876
0.0598 -0.0780 0.2353
0.1296 -0.3531 -0.2014
0.3993 0.2454 0.0868
-0.2462 0.0669 0.0207
-0.0522 -0.1068 0.1685
-0.1556 0.0783 0.3842
-0.1647 0.0581 -0.5130
0.2472 -0.0281 -0.1847
0.0265 0.2129 -0.0016
-0.0570 -0.0667 0.1042
0.0410 -0.2193 0.3152
0.0322 -0.0297 -0.3143

---

Below is a cluster of 7 separate species, C28H45O18 in total, with properties calculated with ωB97M-V/def2-TZVPD.

Properties
F_max, eV/A: 2.86
Energy, Ha: -2448.03858
Total charge: -1
Orbital gap, eV: 2.995
HOMO energy, eV: -1.37
LUMO level, eV: 1.62

Each line ends with the Löwdin charge.
Geometry (Å):
C 0.506450 4.735698 -4.074132  -0.32
C -1.116391 4.416987 -4.114287  -0.39
C -1.473553 2.969729 -4.861241  -0.26
C -1.524808 1.787773 -3.721688  -0.22
C -1.380456 0.259173 -4.309836  -0.21
C -0.154646 -0.590248 -3.571200  -0.22
C 1.355910 -0.028940 -4.011268  -0.20
C 2.057490 0.703688 -2.714647  -0.22
C 3.089478 1.941310 -3.134159  -0.24
C 4.250617 2.196397 -1.958217  -0.14
H 1.016532 3.807114 -4.619789  -0.07
H 0.848258 4.623301 -2.939075  -0.09
H -1.593156 5.255727 -4.796712  0.05
H -1.498245 4.464807 -3.002848  0.07
H -2.517364 3.152789 -5.406608  0.09
H -0.643275 2.672496 -5.663572  0.10
H -2.551663 1.895680 -3.124534  0.10
H -0.676900 1.979070 -2.919329  0.10
H -1.279256 0.201854 -5.488017  0.11
H -2.378091 -0.313797 -3.990629  0.09
H -0.250593 -1.733452 -3.900138  0.09
H -0.263192 -0.550772 -2.395486  0.11
H 1.259876 0.654339 -4.963655  0.11
H 1.957671 -1.013982 -4.315884  0.10
H 2.717408 -0.063675 -2.115375  0.10
H 1.189657 1.125770 -2.014605  0.11
H 3.623694 1.756063 -4.172236  0.11
H 2.450221 2.934519 -3.149029  0.07
H 5.314981 2.433949 -2.439198  0.07
H 3.952977 3.184565 -1.358432  0.05
H 4.280499 1.290697 -1.210602  0.06
C -3.132763 -4.758472 -2.383358  -0.14
C -2.504668 -4.167752 -3.603824  -0.13
O -1.480049 -3.346143 -3.077299  0.03
C -1.169216 -3.840916 -1.843509  -0.50
O -0.213144 -3.480087 -1.177617  0.12
O -2.066874 -4.792303 -1.452936  0.06
H -3.523923 -5.763915 -2.561449  0.13
H -3.934285 -4.130846 -1.979958  0.14
H -2.052100 -4.927024 -4.250342  0.14
H -3.212438 -3.576633 -4.191447  0.14
C -1.458576 -2.567293 2.340954  -0.13
C -0.550193 -1.576080 1.688783  -0.13
O -1.149062 -0.332295 1.999382  0.07
C -1.898117 -0.522456 3.124732  -0.53
O -2.415620 0.375698 3.767534  0.11
O -1.991499 -1.848034 3.437134  0.06
H -0.925238 -3.458006 2.684203  0.13
H -2.280951 -2.874764 1.686549  0.13
H 0.461104 -1.596383 2.108503  0.10
H -0.488624 -1.717435 0.606247  0.12
C -5.512760 1.657877 1.042226  -0.14
C -4.037410 1.424577 0.998541  -0.13
O -3.860477 0.682185 -0.192955  0.06
C -4.926144 0.964176 -0.998244  -0.52
O -5.013031 0.629663 -2.167960  0.12
O -5.880787 1.669805 -0.324288  0.06
H -5.770355 2.606413 1.521354  0.14
H -6.049681 0.847203 1.545820  0.13
H -3.468698 2.357310 0.921909  0.15
H -3.679560 0.860197 1.864033  0.11
C 1.829691 -1.856502 6.603476  -0.14
C 1.019755 -0.610711 6.761598  -0.13
O 1.205872 0.057192 5.528156  0.08
C 1.542217 -0.894018 4.608521  -0.49
O 1.609973 -0.696674 3.406794  0.13
O 1.791682 -2.094361 5.208869  0.06
H 1.405378 -2.701552 7.152556  0.13
H 2.871867 -1.719603 6.910417  0.14
H -0.047172 -0.819557 6.893311  0.14
H 1.366207 0.008017 7.593947  0.14
C 1.569273 -5.830379 3.442693  -0.14
C 2.812367 -6.138432 4.212638  -0.14
O 2.556169 -5.572925 5.484124  0.06
C 1.199740 -5.501731 5.620834  -0.52
O 0.626011 -5.222145 6.660232  0.12
O 0.569623 -5.785081 4.443490  0.06
H 1.338909 -6.598327 2.699169  0.14
H 1.615980 -4.855902 2.945403  0.14
H 2.975154 -7.214949 4.330578  0.13
H 3.702659 -5.691658 3.761602  0.14
C 2.816467 4.923651 0.502083  -0.16
C 3.724849 5.914865 -0.150088  -0.15
O 3.125982 7.158650 0.160511  0.06
C 2.376926 6.968489 1.285860  -0.52
O 1.859423 7.866642 1.928663  0.12
O 2.283544 5.642911 1.598263  0.06
H 3.349805 4.032938 0.845331  0.13
H 1.994093 4.616181 -0.152322  0.14
H 4.736147 5.894562 0.269631  0.13
H 3.786419 5.773510 -1.232625  0.14

Atomic forces in eV per Å
-0.4602 -2.1277 0.9020
1.2294 0.0769 -0.9517
-0.1026 0.4496 0.8951
-0.3793 0.2721 -0.0423
-0.4539 -0.7436 1.2972
0.0254 -0.1152 -1.0497
-0.5933 -1.0152 0.6016
0.5842 0.5660 -0.5106
-0.1395 0.4144 0.8971
-0.3751 0.7085 -0.2871
-0.7812 1.5563 0.9490
-0.4844 0.0200 -1.6898
0.4821 -1.5737 1.5788
0.1405 -0.1655 -2.2473
2.0425 -0.9545 1.0489
-1.7386 0.8972 1.6749
2.1424 -0.3559 -1.3279
-1.5349 -0.2324 -1.8320
-0.0908 0.2576 2.4385
1.9846 1.1086 -0.9322
0.3102 2.7344 0.7430
0.1182 -0.0271 -2.3724
0.2619 -1.1345 2.0605
-0.9710 2.3172 0.6011
-1.5282 1.2371 -1.0722
2.0506 -0.8705 -1.4729
-1.2786 0.2879 2.1249
1.2296 -2.0735 -0.5343
-2.2657 -0.7672 1.1106
0.6470 -2.2658 -1.1523
0.2052 1.7876 -1.4426
-1.0691 -0.4496 0.0679
-0.4071 0.0219 -1.0655
0.1968 -0.5683 1.2041
1.8736 0.9444 0.9707
-2.0784 -0.8651 -1.2855
0.7819 0.4831 -0.0083
0.1569 0.1101 0.1884
0.0883 -0.0225 -0.0530
-0.0197 0.0450 0.0654
0.2704 0.0605 0.1080
-0.0081 -1.0738 -0.4356
1.0797 -0.5389 -1.0955
-1.0685 0.1894 1.2418
-0.3399 1.5726 0.6698
0.8631 -1.7806 -1.1414
-0.0940 1.0654 0.2566
-0.1821 0.1577 0.1221
0.0342 0.0086 0.0600
-0.4149 -0.0099 -0.2111
-0.1036 0.1883 0.1722
-0.5420 0.3192 0.8396
0.8222 0.2126 0.9813
-0.8664 -0.0670 -0.8432
0.0814 -0.6685 -2.3939
0.0881 0.6382 2.5894
0.4769 -0.3891 -0.6827
-0.0548 -0.1338 -0.2225
0.0375 0.0333 -0.0316
-0.0522 -0.1040 -0.0014
0.0049 0.1476 -0.3043
0.3228 -0.7400 1.0070
-0.5222 0.3530 0.9511
0.3890 -0.6142 -1.0016
0.0835 0.6322 -2.0252
0.1538 -0.3617 2.8290
-0.2264 0.6692 -0.7693
0.0921 0.0070 -0.2813
-0.0688 0.0167 -0.0645
0.0974 0.0106 -0.0463
-0.0596 0.0423 -0.2714
-0.1052 0.0447 -1.2150
0.9981 -0.3770 -0.4467
-0.9856 0.1909 0.3531
-1.1317 0.5777 1.8926
1.2632 -0.5429 -2.2001
0.2495 0.1370 1.0957
-0.1364 0.1423 0.1938
0.0189 -0.0759 0.0619
-0.0326 0.0810 0.0047
-0.1260 -0.0055 0.2448
-0.1355 -1.2146 -0.3631
0.7883 -0.2707 -0.8683
-0.6669 0.1183 0.9327
-0.9824 1.6419 1.0758
1.1169 -1.8720 -1.2909
0.0218 1.1782 0.1483
-0.1845 0.1748 0.1096
0.0965 0.0499 -0.0047
-0.0554 0.0111 0.0216
-0.1038 0.1994 0.1589

---

Below is the ion C5H11N2S with charge +1, with properties calculated with ωB97M-V/def2-TZVPD.

Properties
2S+1: 3
F_max, eV/A: 9.72
Energy, Ha: -704.31726
Total charge: +1
Orbital gap (alpha / beta), eV: 5.859 / 8.069
HOMO energy (alpha / beta), eV: -8.97 / -14.14
LUMO level (alpha / beta), eV: -3.11 / -6.07

Each line ends with the Löwdin charge.
Geometry (Å):
C 1.971773 0.928913 0.301415  -0.24
C 2.064913 -0.292126 -0.189982  -0.02
C -0.143100 -0.227226 0.872614  -0.48
C -1.340214 0.453012 -1.452417  -0.04
C -1.472851 0.222762 0.120437  -0.18
N 0.942349 1.077967 1.118945  0.14
N 0.838788 -1.101281 0.136188  0.06
S -0.687014 -1.293430 2.453168  0.85
H 2.742404 1.758378 0.062673  0.16
H 2.826159 -0.721437 -0.803186  0.13
H -2.291684 0.845308 -1.792999  0.09
H -1.254902 -0.525317 -1.930894  0.07
H -0.562478 1.083884 -1.707658  0.05
H -2.181314 -0.468382 0.357794  0.05
H -1.676806 1.207295 0.561602  0.12
H 0.389632 1.870315 1.328561  0.12
H 0.327707 -1.353255 -0.825117  0.22
H 0.957422 -1.899379 0.702008  0.10
H 0.045196 -0.895918 3.377322  -0.21

Atomic forces in eV per Å
2.4335 9.3650 0.8980
0.2393 -7.8767 -1.3360
0.6281 1.3875 1.2399
-1.7376 -2.2613 2.2514
4.0181 2.2653 -1.2758
-3.3719 -4.0963 1.3155
-1.8623 2.0037 -4.1658
-1.7721 0.1373 -4.1237
-1.9781 -1.3176 0.2160
0.0255 -0.3488 -0.1807
-0.0356 0.2219 -0.0622
0.2115 0.0491 -0.2519
1.5949 1.3056 -0.5254
-2.2622 -1.6894 0.5557
-0.3892 -0.4323 0.1404
0.1633 1.4083 0.2544
1.1394 0.0633 2.3274
0.6320 -1.6052 0.6009
2.3234 1.4206 2.1218

---

Among the records above, which one has the lowest F_max? C5H9N

---

energy of number 3 (C28H45O18)? -2448.03858 Ha